Below is a cluster of 2 separate species, C5H10NO2 in total, with properties calculated with wB97M-V/def2-TZVPD.

Each line ends with the natural charge from an NBO analysis.
CARTESIAN COORDINATES (ANGSTROEM)
1 N -1.437 -3.021 1.955  -0.916
2 C -1.048 -1.934 1.096  0.860
3 O -1.830 -0.960 1.061  -0.811
4 O 0.053 -2.082 0.511  -0.818
5 H -2.441 -3.082 2.024  0.354
6 H -0.986 -3.878 1.677  0.355
7 C 0.891 1.470 -1.300  -0.242
8 C 0.584 1.022 -0.086  -0.164
9 C 0.450 1.894 1.124  -0.641
10 C 0.792 0.604 -2.523  -0.636
11 H 1.203 2.508 -1.412  0.160
12 H 0.286 -0.016 0.053  0.270
13 H -0.535 1.744 1.568  0.235
14 H 1.179 1.632 1.898  0.201
15 H 0.594 2.947 0.870  0.179
16 H 0.298 -0.328 -2.253  0.237
17 H 1.757 0.366 -2.979  0.189
18 H 0.190 1.112 -3.284  0.188

Results
* charge: -1
* relative energy (zero: lowest compared OMol25 entry of this formula, charge and spin): 9.6 kcal/mol
* molar mass: 116.140 g mol⁻¹
* E_HOMO: -0.155 Eh
* electronic energy: -401.81145 hartree
* F_max: 0.43 eV/Å
* LUMO energy: 0.1482 Eh
* frontier orbital gap: 8.24 eV